(1)
Entry from the Open Molecules 2025 dataset: a 2-piece molecular cluster, C2H8NS overall in a non-equilibrium geometry (ωB97M-V with the def2-TZVPD basis set).

XYZ file:
```
12
Properties=species:S:1:pos:R:3:forces:R:3
S -1.21578 -2.53138 -1.03927 -0.17 -0.53 0.04
H -1.48024 -3.41286 -0.04765 0.03 0.11 -0.15
C 1.24492 0.08312 0.58526 0.36 0.40 -1.10
N 0.70604 1.23629 -0.15933 -0.71 -0.27 -0.39
C -0.70443 0.93195 -0.50640 -0.46 -0.92 1.66
H 0.78295 -0.02979 1.56999 0.03 -0.16 0.10
H 2.33940 0.15385 0.62211 -0.01 0.14 0.46
H 1.08564 -0.80776 -0.02909 -0.21 -0.11 0.27
H 0.65762 2.00699 0.51993 0.09 0.11 -0.21
H -1.33779 1.78108 -0.77283 0.51 0.41 -0.22
H -0.91754 0.07354 -1.16191 0.80 0.55 -0.30
H -1.16079 0.51497 0.41920 -0.25 0.28 -0.15
```
Forces are in eV/Å.

2S+1   2
⟨S²⟩   0.7507
Energy above the lowest of the compared OMol25 structures with the same formula, charge and spin   24.2 kcal/mol
E_tot   -533.779054 hartree
Total charge   -2
Gap between HOMO and LUMO (alpha / beta)   2.60 / 6.64 eV

Löwdin atomic charge list, values in e, 2 entries: -0.30 -0.50

=====

(2)
Entry from the Open Molecules 2025 dataset: a 2-piece molecular cluster, C2H8NS overall (ωB97M-V with the def2-TZVPD basis set).

XYZ file:
```
12
Properties=species:S:1:pos:R:3:forces:R:3
S -0.09417 -1.43607 1.34013 -0.07 -0.10 0.21
H 0.50879 -2.46848 1.93752 0.09 -0.18 0.14
C -0.64989 1.72541 -0.24082 0.03 0.16 -0.11
N 0.58689 1.05874 -0.63288 -0.25 -0.17 0.46
C 0.29987 0.04627 -1.64982 0.32 0.11 0.23
H -1.05346 2.30715 -1.07804 -0.03 0.06 0.01
H -1.43124 1.01779 0.07482 -0.03 -0.06 -0.08
H -0.46934 2.38640 0.60978 0.03 0.19 0.00
H 0.87027 0.55189 0.21560 0.03 0.00 -0.52
H -0.61788 -0.50824 -1.42621 -0.15 0.07 -0.19
H 1.09624 -0.69762 -1.62946 0.15 -0.05 -0.16
H 0.25018 0.50703 -2.64431 -0.12 -0.04 0.01
```
Forces are in eV/Å.

2S+1   2
⟨S²⟩   0.7506
Energy above the lowest of the compared OMol25 structures with the same formula, charge and spin   18.9 kcal/mol
E_tot   -533.787519 hartree
Total charge   -2
Gap between HOMO and LUMO (alpha / beta)   2.00 / 6.62 eV

Löwdin atomic charge list, values in e, 2 entries: -0.26 -0.51

=====

(3)
Entry from the Open Molecules 2025 dataset: a 2-piece molecular cluster, C2H8NS overall in a non-equilibrium geometry (ωB97M-V with the def2-TZVPD basis set).

XYZ file:
```
12
Properties=species:S:1:pos:R:3:forces:R:3
C 0.09282 1.30991 0.24396 -0.68 0.09 0.43
N -0.95988 0.35134 -0.02130 0.46 -0.81 -0.76
C -0.56481 -0.48957 -1.17022 -0.40 -0.08 0.08
H 1.07369 0.90829 0.03864 0.64 0.03 -0.27
H -0.08701 2.22670 -0.28053 0.10 0.40 -0.79
H 0.06279 1.60148 1.27280 0.04 0.08 0.82
H -1.00539 -0.30665 0.74905 -0.31 0.24 0.23
H -0.41342 0.14960 -2.05776 0.13 -0.34 0.39
H -1.39216 -1.17746 -1.38496 0.20 0.10 -0.08
H 0.34014 -1.11534 -0.92695 -0.55 0.69 -0.48
S 1.14464 -1.15750 1.55820 0.35 -0.37 0.39
H 1.70859 -2.30081 1.97906 0.01 -0.01 0.04
```
Forces are in eV/Å.

2S+1   2
⟨S²⟩   0.7533
Energy above the lowest of the compared OMol25 structures with the same formula, charge and spin   20.6 kcal/mol
E_tot   -533.851925 hartree
Total charge   0
Gap between HOMO and LUMO (alpha / beta)   9.96 / 6.42 eV

Löwdin atomic charge list, values in e, 2 entries: -0.24 -0.20

=====

(4)
Entry from the Open Molecules 2025 dataset: an isolated ion of composition C2H8NS2 and charge +1 in a non-equilibrium geometry (ωB97M-V with the def2-TZVPD basis set).

XYZ file:
```
13
Properties=species:S:1:pos:R:3:forces:R:3
N -1.16460 -0.06625 1.38613 -1.06 -0.81 -0.04
C 0.02006 0.11578 0.44380 -0.29 1.40 0.19
C -0.35200 -0.26800 -0.97418 0.61 -0.19 0.19
S 0.84096 0.40960 -2.17656 0.00 -0.13 0.10
S 2.62594 -0.28288 -1.40216 -0.05 -0.36 -0.31
H -2.05921 -0.10039 0.88704 0.18 0.05 -0.37
H -1.12183 -0.97766 1.84638 0.15 0.05 0.19
H -1.34951 0.63760 2.10154 0.72 0.20 0.12
H 0.24764 1.18400 0.44920 -0.02 -0.07 0.12
H 0.85891 -0.39136 0.90386 0.04 -0.28 -0.26
H -1.29801 0.18392 -1.26308 -0.17 0.06 -0.02
H -0.41503 -1.34422 -1.08492 -0.10 -0.22 -0.11
H 3.16671 0.89984 -1.11704 -0.01 0.30 0.20
```
Forces are in eV/Å.

2S+1   1
Energy above the lowest of the compared OMol25 structures with the same formula, charge and spin   3.4 kcal/mol
E_tot   -931.866926 hartree
Total charge   +1
Gap between HOMO and LUMO   8.58 eV
SMILES string   [NH3+]CCSS

Löwdin atomic charge list, values in e, 2 entries: 0.19 -0.23

=====

(5)
Entry from the Open Molecules 2025 dataset: a 2-piece molecular cluster, C2H8O overall in a non-equilibrium geometry (ωB97M-V with the def2-TZVPD basis set).

XYZ file:
```
11
Properties=species:S:1:pos:R:3:forces:R:3
C -1.82750 0.11832 0.08096 0.35 -0.21 -0.15
C -1.43332 -0.15208 -1.38087 0.48 1.29 0.07
H -1.90669 -0.82359 0.55837 -0.15 -1.15 0.65
H -2.76545 0.60938 0.33655 0.03 0.36 -0.52
H -0.98610 0.56791 0.59821 -0.09 0.54 0.13
H -1.89975 0.50682 -2.11604 -0.50 -0.22 0.04
H -0.38518 0.15451 -1.47618 0.07 -0.47 -0.03
H -1.51923 -1.19253 -1.66271 -0.16 -0.13 -0.16
H 3.78075 -0.53475 1.51900 0.10 -0.04 -0.16
H 4.32471 0.76928 2.01595 0.11 -0.05 -0.14
O 4.61778 -0.02328 1.52678 -0.24 0.08 0.27
```
Forces are in eV/Å.

2S+1   2
⟨S²⟩   0.7505
Energy above the lowest of the compared OMol25 structures with the same formula, charge and spin   5.1 kcal/mol
E_tot   -156.169954 hartree
Total charge   -1
Gap between HOMO and LUMO (alpha / beta)   2.83 / 10.93 eV

Löwdin atomic charge list, values in e, 2 entries: -0.29 -0.25

=====

(6)
Entry from the Open Molecules 2025 dataset: a 2-piece molecular cluster, C2H8O overall in a non-equilibrium geometry (ωB97M-V with the def2-TZVPD basis set).

XYZ file:
```
11
Properties=species:S:1:pos:R:3:forces:R:3
C -0.05204 2.88667 2.09882 -0.02 1.17 -0.25
O -1.44049 3.14159 2.07467 -0.40 -0.01 -0.20
H 0.42197 3.85837 2.25663 -0.03 0.03 -0.39
H 0.23571 2.34885 2.96247 0.25 -1.12 0.88
H 0.34528 2.43618 1.19021 -0.09 -0.09 -0.07
H -1.94817 2.33411 1.93822 0.29 0.03 0.03
C 1.28721 -5.36831 -3.72837 -1.63 0.71 -0.01
H 0.52126 -5.34500 -4.51039 0.37 -0.22 -0.26
H 2.01803 -4.59951 -3.94654 0.29 -0.16 0.11
H 1.65814 -6.36515 -3.60341 0.46 -0.35 -0.04
H 0.68448 -5.09368 -2.85580 0.51 0.01 0.20
```
Forces are in eV/Å.

2S+1   1
Energy above the lowest of the compared OMol25 structures with the same formula, charge and spin   13.8 kcal/mol
E_tot   -156.203068 hartree
Total charge   0
Gap between HOMO and LUMO   11.56 eV
SMILES string   CO.C

Löwdin atomic charge list, values in e, 2 entries: -0.17 -0.12

=====

(7)
Entry from the Open Molecules 2025 dataset: a 2-piece molecular cluster, C2H8O2 overall in a non-equilibrium geometry (ωB97M-V with the def2-TZVPD basis set).

XYZ file:
```
12
Properties=species:S:1:pos:R:3:forces:R:3
C 0.89509 -0.67827 1.29227 -0.51 -0.52 1.65
O 1.24981 -0.38660 -0.00755 1.22 -0.05 0.21
H 1.32059 0.01273 2.01999 0.24 0.08 0.08
H -0.18257 -0.63844 1.45092 -0.44 0.12 -0.12
H 1.16018 -1.68762 1.60696 0.40 -0.04 -0.41
H 1.03921 0.54751 -0.07587 0.13 0.22 -0.33
C -0.76049 0.30157 -1.33165 -1.52 -0.69 -0.25
O -0.93547 1.45036 -0.46459 0.91 -0.27 -0.93
H -1.02674 -0.61009 -0.79677 0.22 -0.03 0.14
H -1.42367 0.27294 -2.19622 -0.33 0.77 -0.05
H 0.24369 0.13898 -1.72317 -0.27 0.72 0.22
H -1.57967 1.27691 0.22571 -0.04 -0.32 -0.20
```
Forces are in eV/Å.

2S+1   1
Energy above the lowest of the compared OMol25 structures with the same formula, charge and spin   28.4 kcal/mol
E_tot   -231.417064 hartree
Total charge   0
Gap between HOMO and LUMO   10.88 eV
SMILES string   CO.CO

Löwdin atomic charge list, values in e, 2 entries: -0.19 -0.15

=====

(8)
Entry from the Open Molecules 2025 dataset: a 2-piece molecular cluster, C2H8O2 overall in a non-equilibrium geometry (ωB97M-V with the def2-TZVPD basis set).

XYZ file:
```
12
Properties=species:S:1:pos:R:3:forces:R:3
C 1.72530 1.76539 0.00726 -2.17 -0.27 -1.00
O 0.75959 2.24727 -1.01924 1.07 -0.31 0.90
H 1.65592 0.70420 0.27221 -0.75 0.12 0.02
H 1.66379 2.37865 0.90594 0.25 0.05 -0.20
H 2.62403 1.78055 -0.53407 1.55 0.71 -0.22
H -0.08965 1.80448 -1.02673 0.04 -0.31 0.50
C -1.36726 -1.69807 -0.11747 -5.51 3.53 1.19
O -1.49273 -1.59630 1.32327 -0.23 0.38 -1.57
H -2.41860 -1.97800 -0.64286 2.10 0.91 1.30
H -0.73318 -2.33945 -0.54212 3.13 -2.56 -0.89
H -1.11461 -0.64888 -0.25385 0.01 -0.16 -1.43
H -1.21262 -2.41983 1.62766 0.52 -2.08 1.40
```
Forces are in eV/Å.

2S+1   1
Energy above the lowest of the compared OMol25 structures with the same formula, charge and spin   39.6 kcal/mol
E_tot   -231.399204 hartree
Total charge   0
Gap between HOMO and LUMO   11.28 eV
SMILES string   CO.CO

Löwdin atomic charge list, values in e, 2 entries: -0.11 -0.14

=====

- Number 4 is which compound?
  C2H8NS2

=====

- Which formula does entry 6 have?
  C2H8O